No. 1
{
  "formula": "C5H15NOS",
  "method": "ωB97M-V/def2-TZVPD",
  "species": ["C", "S", "C", "C", "C", "C", "N", "H", "H", "H", "H", "H", "H", "H", "H", "H", "H", "H", "H", "H", "O", "H", "H"],
  "positions_angstrom": [[-0.2542, 1.7616, -2.1892], [-1.1512, 2.3169, -0.7371], [-1.8504, 0.7394, -0.0912], [-1.0847, 0.3081, 1.1689], [0.2820, -0.3351, 0.8770], [1.0033, -0.5942, 2.1605], [0.1493, -1.6548, 0.1802], [0.5460, 2.4729, -2.4124], [0.2409, 0.7917, -2.1423], [-0.8624, 1.7747, -3.0960], [-1.7694, -0.0497, -0.8364], [-2.8907, 0.8920, 0.1756], [-0.9022, 1.2414, 1.7067], [-1.5837, -0.4221, 1.8104], [0.8104, 0.2731, 0.1431], [1.4606, 0.2646, 2.6565], [0.3795, -1.1732, 2.8544], [1.8923, -1.2403, 2.1470], [-0.6065, -1.6448, -0.5077], [-0.1537, -2.3406, 0.8714], [2.0333, -0.9160, -1.9253], [2.8872, -1.0357, -1.4647], [1.4242, -1.4298, -1.3496]],
  "lowdin_charge": [-0.435, 0.814, -0.469, -0.253, -0.458, -0.083, 0.017, 0.035, 0.011, 0.030, 0.062, 0.065, 0.096, 0.113, 0.112, 0.084, 0.083, 0.079, 0.070, 0.081, -0.097, 0.047, -0.005],
  "lumo_ev": 0.90,
  "de_lowest_ev": 0.3332,
  "smiles": "CSCC[C@@H](C)N.O"
}



No. 2
{
  "formula": "C19H26MgN5O4P2",
  "method": "ωB97M-V/def2-TZVPD",
  "species": ["Mg", "O", "C", "C", "C", "C", "C", "C", "C", "O", "N", "O", "O", "H", "H", "H", "H", "C", "P", "C", "C", "C", "P", "C", "C", "H", "H", "H", "H", "H", "H", "H", "H", "H", "H", "H", "H", "H", "H", "H", "H", "N", "C", "C", "N", "C", "C", "N", "C", "C", "N", "H", "H", "H", "H", "H", "H"],
  "positions_angstrom": [[0.0832, 0.5505, -0.2984], [-1.3244, -0.7557, -1.2104], [-1.3579, -1.9913, -1.2614], [-0.4085, -2.8870, -0.6766], [-0.6341, -4.2648, -0.8383], [0.2454, -5.1519, -0.2932], [1.3717, -4.7201, 0.4236], [1.6084, -3.3843, 0.5883], [0.7277, -2.4072, 0.0458], [0.9590, -1.1583, 0.2150], [0.0112, -6.5948, -0.4606], [-0.9673, -6.9360, -1.0964], [0.8174, -7.3539, 0.0399], [-2.1931, -2.4587, -1.8041], [-1.4935, -4.6278, -1.3871], [2.0413, -5.4611, 0.8368], [2.4744, -3.0373, 1.1361], [-0.1544, -0.5421, 3.1422], [0.3809, 1.0308, 2.3861], [1.8523, 1.4535, 3.3732], [-0.8798, 2.2008, 3.0371], [-2.2564, 1.9261, 2.4218], [-2.1869, 1.8614, 0.5853], [-2.0345, 3.6382, 0.1762], [-3.9095, 1.4874, 0.1409], [-0.3442, -0.4191, 4.2105], [0.6226, -1.2910, 2.9915], [-1.0588, -0.9180, 2.6619], [1.6158, 1.4551, 4.4387], [2.2286, 2.4366, 3.0906], [2.6397, 0.7216, 3.1919], [-0.5493, 3.2140, 2.7923], [-0.9237, 2.1400, 4.1273], [-2.9829, 2.6811, 2.7331], [-2.6394, 0.9619, 2.7664], [-2.8204, 4.2241, 0.6566], [-2.0943, 3.7847, -0.9028], [-1.0647, 4.0186, 0.4998], [-4.5905, 2.2187, 0.5798], [-4.1721, 0.4926, 0.5013], [-4.0319, 1.4880, -0.9417], [0.8579, 1.8085, -4.2336], [-0.4945, 2.0059, -4.4326], [-1.0702, 1.8579, -3.2122], [-0.1047, 1.5862, -2.2700], [1.0371, 1.5592, -2.9242], [2.2641, 1.2814, -2.1799], [2.1919, 1.1720, -0.8717], [3.4625, 0.8556, -0.4524], [4.3014, 0.8084, -1.5192], [3.5154, 1.0630, -2.6258], [1.5652, 1.8561, -4.9463], [-0.9049, 2.2260, -5.4013], [-2.1139, 1.9238, -2.9583], [3.6955, 0.6979, 0.5859], [5.3552, 0.6116, -1.5985], [3.8345, 1.0612, -3.5790]],
  "lowdin_charge": [0.513, -0.082, -0.154, -0.114, 0.053, -0.145, 0.021, 0.014, -0.338, -0.157, -0.358, 0.076, 0.081, 0.140, 0.132, 0.125, 0.119, -0.251, 0.821, -0.263, -0.416, -0.414, 0.815, -0.258, -0.257, 0.058, 0.043, 0.045, 0.051, 0.045, 0.041, 0.078, 0.090, 0.091, 0.079, 0.054, 0.034, 0.042, 0.052, 0.049, 0.039, 0.134, -0.044, -0.098, 0.060, -0.252, -0.260, 0.066, -0.091, -0.044, 0.132, 0.166, 0.124, 0.112, 0.113, 0.123, 0.165],
  "lumo_ev": -2.45,
  "total_charge": 1
}



No. 3
{
  "formula": "C3H4N2O2",
  "method": "ωB97M-V/def2-TZVPD",
  "species": ["C", "C", "N", "C", "O", "N", "O", "H", "H", "H", "H"],
  "positions_angstrom": [[1.5229, -0.5862, -0.4023], [1.0419, 0.2241, 0.5632], [-0.1472, 0.8045, 0.4051], [-1.2621, 0.3456, -0.0633], [-2.3656, 1.0415, -0.3139], [-1.4929, -0.8858, 0.2787], [-0.6661, -1.7736, 0.0724], [1.0935, -0.6667, -1.4234], [2.5047, -0.9561, -0.2188], [1.6981, 0.4462, 1.4574], [-1.9273, 2.0063, -0.3551]],
  "lowdin_charge": [0.050, -0.242, 0.123, -0.548, 0.092, 0.053, 0.004, 0.093, 0.048, 0.131, 0.195],
  "lumo_ev": [-0.90, -0.90],
  "de_lowest_ev": 6.1544,
  "smiles": "C=C/N=C(/O)N=O"
}



No. 4
{
  "formula": "C9H9ClN2O2S",
  "method": "ωB97M-V/def2-TZVPD",
  "species": ["C", "C", "C", "N", "C", "C", "O", "N", "O", "C", "C", "Cl", "C", "C", "S", "H", "H", "H", "H", "H", "H", "H", "H", "H"],
  "positions_angstrom": [[-1.2105, -0.0919, 1.9381], [-0.6301, -0.2760, 0.6106], [0.5437, -0.9422, 0.3120], [0.9525, -1.2533, -0.9677], [2.1763, -1.5636, -1.0163], [3.0373, -1.4966, 0.2450], [3.9716, -0.4949, 0.1481], [3.4903, 0.8836, -0.3365], [4.5183, 1.5075, -0.4992], [2.2820, 1.0845, -0.5069], [1.0785, 1.5404, -0.3233], [0.5956, 2.4017, 1.1049], [-0.1157, 1.3347, -1.2682], [-1.3173, 0.4145, -0.6203], [1.7509, -1.3044, 1.5541], [-2.0654, 0.4617, 1.9469], [-0.5373, 0.3697, 2.6800], [-1.2967, -1.1073, 2.2511], [2.4903, -1.7279, -1.9630], [3.5383, -2.3425, 0.3999], [-0.6457, 2.2650, -1.3234], [0.3337, 1.0135, -2.2199], [-1.6836, -0.2659, -1.3661], [-2.0354, 1.1015, -0.2411]],
  "lowdin_charge": [-0.087, -0.313, -0.601, 0.077, -0.104, -0.519, -0.022, -0.184, 0.059, -0.053, -0.601, 0.783, -0.159, -0.068, 1.027, 0.051, 0.076, 0.086, 0.098, 0.070, 0.083, 0.115, 0.103, 0.085],
  "lumo_ev": -0.19,
  "de_lowest_ev": 5.8273,
  "smiles": "C/C1=C2/N=C[C@@H](O[N+]([O-])=C=C(Cl)CC1)S2"
}



No. 5
{
  "formula": "C21H26ClFN3O4",
  "method": "ωB97M-V/def2-TZVPD",
  "species": ["Cl", "C", "N", "C", "C", "N", "F", "C", "C", "C", "C", "H", "H", "H", "H", "H", "H", "H", "H", "H", "H", "H", "H", "H", "H", "C", "C", "C", "O", "C", "O", "C", "C", "C", "C", "C", "C", "C", "N", "C", "C", "C", "O", "O", "H", "H", "H", "H", "H", "H", "H", "H", "H", "H", "H", "H"],
  "positions_angstrom": [[4.1778, 5.0217, 0.4759], [2.9072, 4.6089, -0.7004], [2.2036, 3.3553, -0.3973], [3.1156, 2.1509, -0.4433], [2.3074, 0.9004, -0.2226], [0.8725, 1.2940, -0.1405], [0.0470, 0.0198, 0.0157], [0.3617, 2.0267, -1.3282], [1.2020, 3.2436, -1.5060], [0.6842, 2.1053, 1.0908], [1.4485, 3.3888, 0.9148], [2.1846, 5.4283, -0.7068], [3.3819, 4.5123, -1.6798], [3.6170, 2.1588, -1.4179], [3.9118, 2.3030, 0.2964], [2.4155, 0.1811, -1.0505], [2.5340, 0.4543, 0.7610], [0.4536, 1.3811, -2.1928], [-0.6788, 2.2953, -1.1119], [0.6173, 4.1675, -1.4967], [1.7594, 3.2531, -2.4464], [-0.3989, 2.2736, 1.1863], [1.0937, 1.4937, 1.9105], [2.1694, 3.5916, 1.7149], [0.7872, 4.2622, 0.8786], [-1.5090, -0.6809, 2.5734], [-2.2345, -1.8988, 3.1335], [-2.7542, -1.7070, 4.5653], [-3.4162, -2.2008, 2.3575], [-3.1436, -2.5997, 1.0611], [-4.0647, -2.6521, 0.2627], [-1.7623, -3.0098, 0.7642], [-1.6493, -3.8103, -0.4738], [-1.1008, -3.1032, -1.6988], [0.2750, -3.1188, -1.9296], [0.8372, -2.0991, -2.6918], [0.0072, -1.2043, -3.3833], [0.5866, -0.0262, -3.9679], [1.0728, 0.9547, -4.3996], [-1.3697, -1.4113, -3.3762], [-1.9331, -2.4084, -2.5939], [-1.0085, -3.5275, 1.9184], [-0.1288, -4.3731, 1.8495], [-1.3785, -3.0547, 3.1627], [-1.1714, -0.8180, 1.5428], [-2.1728, 0.1897, 2.6002], [-0.6309, -0.4526, 3.1850], [-3.2841, -2.6221, 4.8520], [-1.9130, -1.5312, 5.2366], [-3.4447, -0.8616, 4.5847], [-0.9845, -4.6289, -0.1853], [-2.6998, -4.0742, -0.6577], [0.9104, -3.8686, -1.4561], [1.9086, -1.9463, -2.6910], [-2.0113, -0.7166, -3.9274], [-3.0075, -2.6096, -2.6214]],
  "lowdin_charge": [0.716, -0.493, -0.283, -0.047, -0.014, -0.156, 0.039, -0.027, -0.064, -0.036, -0.045, 0.115, 0.117, 0.161, 0.135, 0.158, 0.164, 0.090, 0.169, 0.157, 0.151, 0.165, 0.159, 0.136, 0.159, -0.022, -0.530, 0.020, 0.064, -0.436, 0.075, -0.082, -0.110, -0.160, -0.005, -0.045, -0.271, -0.194, 0.137, -0.029, 0.013, -0.434, 0.070, 0.067, 0.037, 0.094, 0.089, 0.102, 0.091, 0.092, 0.121, 0.125, 0.131, 0.108, 0.125, 0.133],
  "lumo_ev": -5.37,
  "de_lowest_ev": 0.2075,
  "total_charge": 1
}



No. 6
{
  "formula": "C3H10N2O2",
  "method": "ωB97M-V/def2-TZVPD",
  "species": ["N", "C", "N", "C", "C", "O", "H", "H", "H", "H", "H", "H", "H", "H", "O", "H", "H"],
  "positions_angstrom": [[0.2303, 1.6801, -0.6980], [-0.1308, 0.6765, -1.6584], [-0.5063, -0.6128, -1.0620], [-1.6161, -0.5473, -0.1455], [-1.3027, -1.4311, 1.0787], [-0.7870, -0.9724, 2.0532], [1.2095, 1.6874, -0.4826], [0.0295, 2.6329, -0.9856], [-0.9510, 0.9625, -2.3186], [0.6677, 0.4121, -2.3563], [0.2946, -1.0908, -0.6809], [-2.5793, -0.6619, -0.6525], [-1.6730, 0.4245, 0.3842], [-1.5381, -2.5173, 0.9451], [3.1904, 0.5209, 0.6261], [2.3077, 0.5580, 0.2856], [3.1579, 1.0661, 1.4158]],
  "lowdin_charge": [0.027, -0.310, -0.073, -0.216, -0.256, 0.064, 0.035, 0.079, 0.116, 0.111, 0.097, 0.111, 0.106, 0.124, -0.038, -0.023, 0.045],
  "lumo_ev": 0.85,
  "de_lowest_ev": 2.3821,
  "smiles": "NCNCC=O.O"
}



| no. | DFT total energy (Eh) |
| --- | --- |
| 1 | -727.67347 |
| 2 | -2197.05588 |
| 3 | -376.53763 |
| 4 | -1466.45081 |
| 5 | -1840.62112 |
| 6 | -380.24912 |